Entry 1:
Formula: C21H49N5O13P3
Source: OMol25
Level of theory: wB97M-V/def2-TZVPD

CARTESIAN COORDINATES (ANGSTROEM)
N  -1.709  -3.816  4.787
C  -0.361  -3.935  4.591
N  0.340  -5.212  4.296
C  1.735  -4.745  4.238
N  1.888  -3.314  4.469
N  0.619  -2.855  4.686
N  0.435  -1.493  4.983
C  1.181  -1.220  6.076
O  2.161  -1.123  6.865
H  -2.097  -3.921  5.743
H  -2.304  -3.683  3.941
H  2.635  -5.424  4.035
H  2.802  -2.823  4.471
O  -2.686  -2.569  1.596
P  -3.941  -1.970  0.935
O  -3.357  -2.002  -0.615
C  -3.383  -3.249  -1.298
C  -4.802  -3.688  -1.607
O  -3.497  -0.413  1.320
C  -2.607  -0.128  2.392
C  -1.187  0.010  1.873
O  -5.390  -1.338  0.267
C  -5.855  -0.013  0.512
C  -5.240  0.983  -0.458
H  -2.861  -4.009  -0.706
H  -2.831  -3.117  -2.232
H  -5.354  -3.904  -0.687
H  -4.803  -4.592  -2.223
H  -5.347  -2.900  -2.133
H  -2.685  -0.876  3.185
H  -2.920  0.824  2.834
H  -0.883  -0.851  1.272
H  -0.480  0.125  2.699
H  -1.107  0.883  1.220
H  -5.699  0.269  1.556
H  -6.937  -0.023  0.358
H  -4.152  0.937  -0.487
H  -5.533  2.002  -0.196
H  -5.575  0.774  -1.478
O  2.006  1.556  1.718
P  3.351  1.794  2.423
O  2.845  3.078  3.342
C  2.077  2.782  4.496
C  2.898  2.072  5.556
O  3.974  2.655  1.145
C  3.475  2.508  -0.181
C  2.435  3.575  -0.474
O  4.866  1.959  3.214
C  6.059  2.366  2.548
C  6.178  3.881  2.492
H  1.205  2.179  4.217
H  1.711  3.733  4.893
H  3.206  1.081  5.207
H  2.316  1.946  6.473
H  3.808  2.631  5.788
H  3.089  1.500  -0.352
H  4.320  2.635  -0.865
H  1.649  3.601  0.286
H  1.971  3.407  -1.449
H  2.899  4.564  -0.472
H  6.133  1.905  1.560
H  6.897  1.975  3.130
H  5.298  4.365  2.073
H  7.047  4.174  1.897
H  6.292  4.289  3.501
O  -1.982  -1.283  -5.732
P  -0.634  -0.990  -5.055
O  -1.160  0.308  -4.169
C  -1.896  0.037  -2.985
C  -1.025  -0.598  -1.916
O  -0.055  -0.156  -6.373
C  -0.571  -0.362  -7.683
C  -1.644  0.666  -7.993
O  0.891  -0.757  -4.297
C  2.059  -0.340  -4.998
C  2.134  1.175  -5.106
H  -2.754  -0.604  -3.218
H  -2.284  0.991  -2.619
H  -0.689  -1.593  -2.226
H  -1.577  -0.703  -0.980
H  -0.131  0.004  -1.735
H  -0.933  -1.385  -7.813
H  0.259  -0.236  -8.386
H  -2.417  0.699  -7.221
H  -2.120  0.453  -8.953
H  -1.207  1.667  -8.033
H  2.128  -0.832  -5.971
H  2.918  -0.688  -4.419
H  1.233  1.620  -5.525
H  2.983  1.472  -5.727
H  2.254  1.620  -4.114

Properties
**Net charge**: +1
**Calculated total energy**: -3104.98575 Ha
**Frontier orbital gap**: 0.2208 Eh
**Spin multiplicity**: 1

=====

Entry 2:
Formula: C21H49N8O10Pb
Source: OMol25
Level of theory: wB97M-V/def2-TZVPD

CARTESIAN COORDINATES (ANGSTROEM)
Pb  -24.486  -14.192  -13.498
N  -22.151  -12.570  -11.132
O  -23.162  -12.810  -11.744
O  -22.077  -13.081  -10.010
O  -21.315  -11.803  -11.571
C  -25.694  -13.458  -9.307
C  -26.410  -14.277  -10.337
O  -25.819  -14.432  -11.404
N  -27.549  -14.825  -10.042
C  -28.154  -15.748  -11.002
H  -24.760  -13.002  -9.636
H  -25.264  -14.227  -8.666
H  -26.342  -12.739  -8.805
H  -27.978  -14.720  -9.134
H  -27.344  -16.357  -11.403
H  -28.651  -15.179  -11.788
H  -28.796  -16.410  -10.421
C  -20.007  -16.029  -14.368
C  -20.674  -14.788  -13.655
O  -21.874  -14.703  -13.487
N  -19.975  -13.762  -13.108
C  -18.561  -13.587  -12.888
H  -20.708  -16.846  -14.193
H  -19.019  -16.314  -14.008
H  -19.974  -15.849  -15.443
H  -20.493  -12.984  -12.723
H  -17.981  -13.232  -13.740
H  -18.017  -14.474  -12.564
H  -18.334  -12.817  -12.152
C  -23.363  -17.342  -17.001
C  -24.210  -16.077  -16.738
O  -24.323  -15.642  -15.621
N  -24.853  -15.625  -17.803
C  -25.564  -14.364  -17.911
H  -23.222  -17.437  -18.078
H  -23.862  -18.252  -16.666
H  -22.370  -17.264  -16.558
H  -24.864  -16.151  -18.665
H  -25.956  -14.033  -16.949
H  -26.392  -14.462  -18.614
H  -24.938  -13.594  -18.362
C  -22.312  -12.074  -16.978
C  -23.061  -11.672  -15.738
O  -23.855  -12.403  -15.173
N  -22.957  -10.412  -15.355
C  -23.669  -9.827  -14.256
H  -21.936  -11.276  -17.619
H  -22.893  -12.861  -17.459
H  -21.507  -12.745  -16.679
H  -22.390  -9.767  -15.888
H  -24.738  -9.732  -14.445
H  -23.291  -8.824  -14.058
H  -23.597  -10.502  -13.403
C  -26.973  -10.882  -11.625
C  -26.807  -11.407  -13.092
O  -26.242  -12.481  -13.225
N  -27.367  -10.746  -14.032
C  -27.313  -11.109  -15.433
H  -27.398  -11.630  -10.955
H  -27.477  -9.920  -11.534
H  -26.000  -10.641  -11.198
H  -28.001  -10.040  -13.686
H  -26.549  -11.859  -15.637
H  -26.880  -10.240  -15.929
H  -28.276  -11.270  -15.917
C  -29.133  -14.302  -15.301
C  -28.065  -15.309  -14.909
O  -26.971  -14.889  -14.692
N  -28.432  -16.621  -14.834
C  -27.549  -17.708  -14.400
H  -28.852  -14.014  -16.314
H  -29.161  -13.526  -14.536
H  -30.160  -14.667  -15.294
H  -29.374  -16.879  -15.094
H  -27.639  -18.526  -15.115
H  -27.873  -18.015  -13.406
H  -26.496  -17.428  -14.357
C  -24.600  -18.782  -12.463
C  -24.070  -17.504  -11.844
O  -24.311  -16.483  -12.528
N  -23.376  -17.537  -10.714
C  -22.836  -16.361  -10.015
H  -24.110  -19.591  -11.920
H  -24.302  -18.716  -13.510
H  -25.684  -18.882  -12.425
H  -23.063  -18.397  -10.288
H  -21.865  -16.689  -9.642
H  -23.489  -16.174  -9.163
H  -22.789  -15.582  -10.777

Properties
**Net charge**: +1
**Energy relative to the best compared isomer or geometry (same formula, charge and spin)**: 0.0 kcal per mole
**Calculated total energy**: -2212.69650 Ha
**Frontier orbital gap**: 0.3107 Eh
**Spin multiplicity**: 1